The following is a quantum chemistry calculation of 7 unconnected molecules or ions with the total composition C25H44N2O15 in a non-equilibrium geometry, from the Open Molecules 2025 dataset.

```
86
Properties=species:S:1:pos:R:3:mulliken_charge:R:1
H -1.48 4.32 -3.42 0.2600
H 4.39 -2.14 -2.20 0.1365
C -3.28 3.92 -1.11 0.6956
C -0.71 -1.45 -2.57 0.4830
H -2.69 0.76 -2.93 -0.0397
H -2.31 -1.81 0.23 -0.1082
H 2.46 0.34 2.12 0.0186
C 1.54 -3.75 3.44 -1.1793
H -2.68 -2.22 -5.92 0.3559
H 2.90 -2.27 5.49 0.5566
O -4.63 4.02 -0.99 -0.2489
C -2.56 -0.33 -2.91 -0.2787
C 1.75 2.19 1.08 0.3958
C 0.62 2.45 3.00 0.4420
H 3.53 -1.57 1.68 -0.3307
H 3.25 0.21 -2.19 0.1354
H 2.49 -1.83 -0.66 -0.7385
H -0.77 3.32 -0.30 0.6099
H 2.13 -0.34 -3.42 0.3617
H 0.62 -1.70 3.56 -0.6298
H 2.64 -3.40 0.02 0.2958
O -1.51 -0.62 -2.05 0.1635
H 2.41 -4.18 4.01 0.3758
H 3.19 -1.53 3.99 0.1795
C 1.15 -2.45 4.18 0.7386
H -4.70 6.14 -0.93 0.3547
H 1.95 -3.58 2.43 0.0415
H -1.50 -0.03 -4.81 0.1883
H -0.54 0.27 4.81 -0.0227
C -2.05 -0.84 -4.26 0.5281
O 0.20 -1.98 -1.98 -0.5889
H 4.68 -0.99 0.56 0.4000
C -1.39 2.49 -0.38 -0.4676
C -1.61 0.08 4.83 -0.3947
O -2.44 5.02 -1.30 -0.6277
O 0.30 3.20 -3.26 -0.3165
C -0.96 3.45 -3.86 -0.5122
C -3.14 -1.61 -5.12 -1.4950
C -2.85 -2.43 0.94 -0.3177
N 6.17 -4.42 -1.11 -0.4617
H 3.45 -3.66 -2.17 0.3501
O 1.19 3.06 1.96 -0.3963
H -3.50 -0.83 -2.68 0.2864
H -0.79 1.80 -1.03 -0.1946
H 1.13 2.28 0.17 -0.5474
H -2.54 -3.38 0.51 0.3271
H -3.99 -2.24 0.89 0.2899
C -5.31 5.27 -0.94 -0.6816
H 3.37 0.81 -3.78 0.4803
O -1.03 -1.66 -3.86 -0.3815
H -0.93 3.79 -4.89 0.4110
C 0.90 2.02 -3.51 0.7694
O -2.21 -2.35 2.23 -0.2925
O -2.59 0.06 2.21 -0.6127
C 4.05 -2.96 -1.55 -0.2917
H -3.77 -2.29 -4.51 0.3663
O 0.79 1.12 2.87 -0.0516
H -3.80 -0.90 -5.61 0.3800
C 3.22 -2.52 -0.33 0.8737
H -5.89 5.35 -1.87 0.2462
H -1.96 -0.07 5.87 0.2508
O 1.79 1.61 -2.65 -0.1910
H -1.51 2.02 0.59 0.2848
H -0.19 0.40 0.51 -0.4454
H 0.42 -1.02 1.38 0.0018
C 1.56 0.83 1.76 0.5090
C 4.11 -1.91 0.81 -0.6336
O -2.74 2.62 -0.87 -0.2814
H -5.83 5.19 -0.01 0.2762
C 2.06 -0.45 5.40 0.1381
C 5.24 -3.77 -1.26 -0.0053
O -1.70 -1.11 4.09 -0.3029
H -2.08 0.91 4.32 0.3580
C 0.70 -0.07 0.89 0.5480
C 2.63 0.52 -3.02 -0.7627
H 0.56 -2.70 5.03 0.4818
H 1.25 -0.39 0.07 -0.3282
O 0.55 1.27 -4.62 -0.6839
C 2.39 -1.72 4.69 -0.4620
O 0.07 3.04 3.88 -0.5695
H 4.85 -2.66 1.14 0.4480
H 0.75 -4.47 3.53 0.4123
C -2.21 -1.14 2.88 0.8492
H -1.66 2.65 -3.88 0.0629
N 1.85 0.54 5.94 -0.5634
H 2.77 2.43 0.72 0.3194
```

Properties
Kohn-Sham gap: 10.447 eV
HOMO level: -0.3710 Eh
Relative energy (zero: lowest compared OMol25 entry of this formula, charge and spin): 25.7 kcal/mol
DFT total energy: -2216.92973 Ha

The following is a quantum chemistry calculation of a molecular structure, C25H44O2OsP4 in a non-equilibrium geometry, from the Open Molecules 2025 dataset.

```
76
Properties=species:S:1:pos:R:3:mulliken_spin:R:1
C 0.12 -2.67 3.14 0.0396
H 1.64 5.27 0.88 -0.0076
H 2.97 -2.49 3.34 0.0260
P 1.22 -2.07 1.80 0.4148
H -1.23 7.39 -1.50 -0.0004
C -1.66 -1.68 -2.01 0.1568
H -1.49 5.36 -2.98 -0.0001
C -0.84 5.35 -2.10 0.0026
H -2.45 3.81 1.96 0.0224
H -3.29 -0.29 -2.11 0.0235
H 2.86 3.06 -2.08 -0.0071
C -0.14 4.19 -1.80 0.0199
C 3.04 2.83 -1.04 0.1125
H -0.73 3.44 2.16 -0.0086
C 2.03 2.77 1.49 0.0403
H 1.34 2.22 -3.40 -0.0056
C -3.01 2.28 -0.66 0.0189
C 1.56 -0.40 -0.44 -0.0139
C 2.71 -1.61 2.72 0.0431
H -3.67 1.47 -0.97 -0.0007
C 1.09 -1.45 -3.30 0.0580
H 1.25 3.05 2.20 -0.0024
H -3.97 1.33 1.98 0.0037
H -1.31 4.20 0.66 -0.0143
C -2.83 -0.81 -0.10 0.1222
H 3.52 -1.39 2.01 -0.0047
P 1.43 2.49 -0.24 0.2569
H 0.41 7.32 0.40 0.0024
H -3.64 -0.26 0.34 0.0244
H 0.73 -3.33 3.78 0.0162
C -1.55 3.48 1.44 0.0816
H 3.57 3.68 -0.59 0.0266
Os -0.31 -0.57 -0.08 1.2627
P 0.36 0.13 -2.76 0.2497
C -2.90 1.22 2.17 0.0783
H 2.47 1.82 1.79 -0.0060
H 2.51 -0.74 3.36 -0.0026
C -0.68 6.48 -1.29 0.1116
H 1.98 -1.20 -3.87 0.0049
H 1.82 0.89 -4.47 0.0129
C 0.22 6.45 -0.22 0.0129
H -0.90 0.35 -4.77 0.0038
H -0.11 -3.14 -1.58 0.0085
H -0.95 1.85 -3.81 -0.0054
C 0.69 4.10 -0.68 0.1709
H -2.68 0.17 2.39 -0.0073
H -2.00 0.51 -3.37 -0.0071
C 0.92 5.27 0.07 0.0298
P -1.95 1.87 0.75 0.3247
C -0.83 -2.44 -1.18 -0.0372
H 2.70 -3.20 0.28 -0.0025
H -2.39 2.57 -1.51 0.0052
H -1.58 -1.77 -3.09 0.0275
O 2.71 -0.50 -0.55 -0.0351
C 1.66 1.18 -3.42 0.0276
H -2.62 1.78 3.05 -0.0032
C -2.64 -0.88 -1.47 0.1942
H 2.04 -4.31 1.55 0.0077
C -1.01 0.76 -3.77 0.0517
H -0.23 3.33 -2.49 0.0155
H -0.22 -1.80 3.71 -0.0011
H 1.04 -3.86 0.12 -0.0061
H 0.37 -1.98 -3.94 -0.0029
C 1.80 -3.51 0.83 0.0351
H 1.40 -2.12 -2.49 0.0044
H -3.60 3.15 -0.33 0.0142
H 3.64 1.93 -0.92 -0.0135
C -1.16 -2.55 0.18 0.0023
H -0.75 -3.21 2.75 -0.0039
H -0.83 -3.40 0.76 0.0030
O 0.11 0.77 2.63 -0.0302
C -2.02 -1.59 0.77 0.0174
H -2.25 -1.64 1.82 0.0008
H 2.84 3.53 1.49 0.0192
C -0.04 0.33 1.55 0.0247
H 2.58 1.04 -2.86 -0.0043
```

Properties
Kohn-Sham gap (spin up / spin down): 6.245 / 4.787 eV
HOMO level (spin up / spin down): -0.7083 / -0.7344 Eh
Multiplicity: 5
Charge: +4
Expectation value of S²: 6.05
DFT total energy: -2583.87101 Ha